An isolated molecule of C18H22N2O4S at a distorted geometry, computed with ωB97M-V with the def2-TZVPD basis set.

XYZ file:
```
47
C18H22N2O4S | OMol25 | ωB97M-V with the def2-TZVPD basis set
C -7.68 -0.98 1.52
C -6.29 -0.51 1.11
C -5.95 -0.92 -0.32
C -4.52 -0.58 -0.73
C -4.28 0.94 -0.83
C -2.88 1.18 -1.34
O -2.56 1.36 -2.48
O -2.03 1.12 -0.29
N -0.67 1.29 -0.63
C 0.16 1.19 0.32
C 1.56 1.38 -0.04
C 2.65 1.26 0.78
N 3.77 1.54 0.06
C 3.40 1.83 -1.23
C 2.05 1.74 -1.33
H 1.44 1.92 -2.19
H 4.15 2.08 -1.95
S 5.37 1.32 0.60
O 5.32 1.33 2.03
O 6.19 2.27 -0.09
C 5.69 -0.33 0.00
C 5.28 -1.41 0.76
C 5.48 -2.69 0.27
C 6.08 -2.87 -0.97
C 6.48 -1.77 -1.72
C 6.29 -0.49 -1.24
H 6.60 0.38 -1.78
H 6.95 -1.92 -2.68
H 6.23 -3.86 -1.35
H 5.17 -3.54 0.85
H 4.83 -1.23 1.72
H 2.75 1.02 1.82
C -0.16 0.89 1.75
H -1.23 0.81 1.89
H 0.31 -0.05 2.04
H 0.23 1.68 2.39
H -4.99 1.38 -1.54
H -4.40 1.40 0.14
H -3.82 -1.00 -0.01
H -4.32 -1.02 -1.71
H -6.65 -0.44 -1.01
H -6.09 -2.00 -0.41
H -6.25 0.58 1.21
H -5.55 -0.94 1.79
H -7.75 -2.07 1.46
H -7.91 -0.68 2.54
H -8.44 -0.56 0.86
```

Computed properties:
LUMO, Eh: 0.0069
Energy above the lowest of the compared OMol25 structures with the same formula, charge and spin, kcal/mol: 68.08
Frontier orbital gap, eV: 9.01
Multiplicity: 1